Molecular formula: C68H183N7O27
Method: DFT, wB97M-V/def2-TZVPD

Geometry as ORCA input:
```
! wB97M-V def2-TZVPD RIJCOSX def2/J DEFGRID3
* xyz 0 1
O 0.9764 3.6715 -0.8085
O 4.0229 4.9923 2.5525
O -4.9762 2.2008 -0.1641
O 0.4527 -4.3593 -7.0011
O -4.8881 -4.7991 -3.8996
O 9.0197 2.0695 -1.8631
O -2.4632 1.4128 0.9410
O 6.1584 -1.1765 3.6823
O 3.8444 -0.9525 1.0338
O 5.1184 -2.1660 -7.0457
O 3.2334 -2.3868 4.1976
O -0.3523 -0.2893 -4.9850
O -0.2341 1.7754 2.5265
O 5.9178 1.5817 -3.7238
O -2.6953 4.8070 -3.9859
O 2.4422 -4.3502 2.1506
O -3.3334 1.1914 7.0944
O -4.0107 4.0234 6.2058
O 0.5251 1.9743 -6.1205
O -6.1696 5.9875 3.5262
O -3.7295 2.6096 -2.7806
O -4.6389 -2.4899 0.5526
O -2.0890 -3.0370 4.7631
O -2.3208 -7.1796 3.9650
O 2.0273 -1.7328 -3.4307
O -1.3851 5.1620 5.0185
O -0.8033 -4.6956 -0.0020
N 2.5649 -3.8809 -4.9525
N -3.2170 5.2999 2.7760
N 3.8552 3.3098 -1.2915
N -0.4258 -4.2732 2.6782
N 2.7665 0.6146 -6.9187
N -3.2677 -5.2181 2.3505
N 6.4050 0.0497 -0.2944
C 2.7232 -2.4639 5.5088
C 8.2634 1.5426 -0.7559
C -4.0029 -5.4511 3.6320
C -0.6041 5.9199 5.9485
C 4.8319 -0.7368 -6.8897
C -6.8036 1.1486 1.1957
C 6.4434 1.1609 3.7527
C 3.8074 -2.6516 6.5399
C 6.9902 1.7568 -4.5852
C 3.3500 -0.7149 -7.1427
C -3.0314 -6.1414 4.5751
C 10.3995 1.5760 -1.9585
C -2.1515 -0.8055 -6.6353
C 2.6949 5.2829 2.9514
C -2.6974 5.9619 -3.1457
C 3.3214 -4.2565 1.0520
C -4.1521 -4.6624 1.3248
C 3.1473 2.9755 -0.0513
C -0.2501 -2.8963 3.3252
C 7.4415 0.3294 -1.1839
C -0.3078 3.2838 -1.0270
C -0.9340 5.0654 3.6406
C 1.6721 2.6346 -0.1490
C -4.3577 0.7105 6.2826
C -2.5740 -3.1142 6.0310
C -1.2729 -1.3508 -5.4704
C -6.3652 3.9485 6.4330
C 4.4754 2.2265 -2.0065
C 1.7984 2.2750 -5.4875
C -6.0118 -2.4477 0.5793
C 6.4346 -2.5998 -6.9093
C -7.2773 6.8422 3.3110
C -2.6523 -0.0101 1.0969
C 3.6429 -3.1322 -4.3118
C 4.1826 -1.1724 -0.3074
C 2.4894 -0.6803 1.2302
C -0.6783 -2.8448 4.7413
C -5.1575 4.9047 6.4306
C -0.2557 -3.9420 -1.0355
C 2.7397 -4.3826 -6.3239
C 5.5371 2.7238 -2.9565
C -2.7710 1.5515 -2.8132
C -0.2725 1.6210 4.9569
C -0.2396 3.0649 -6.4477
C 5.5124 0.0161 4.1872
C -5.6491 5.6290 2.2583
C -4.1989 -3.2106 1.6516
C -4.1823 1.1141 4.8381
C 5.6882 -1.2729 -0.4893
C 2.5537 0.9635 -5.4972
C -1.4711 -0.7316 0.3476
C 1.6166 -5.4983 2.0687
C -4.0454 6.0956 -2.5500
C -6.2699 1.3785 -0.2371
C -3.4719 0.2714 -2.9890
C 3.1421 -2.4905 -3.0244
C 2.1110 6.3196 1.9357
C 1.6135 -5.1468 -6.9764
C -3.1107 -8.3912 3.9170
C -0.6636 -4.9312 -7.6439
C -0.1590 0.8680 3.6248
C 1.6256 -0.6365 -2.5869
C -1.1743 -3.3771 -2.1246
C -4.4230 4.6691 2.2838
C -2.0646 4.4133 2.7782
C -5.6527 -2.3612 -3.7817
C -4.5367 -3.3743 -3.8994
C 0.4851 -5.3510 3.0275
H -1.6081 -4.1490 -2.7295
H -2.6396 -0.3416 2.1150
H -0.0867 -3.5906 5.2738
H 2.9994 6.8428 1.6134
H -0.8997 4.1093 -1.5424
H 5.0440 3.4866 -3.6585
H 3.3885 -2.8999 7.5411
H -3.5149 5.5411 3.7147
H -6.5703 -3.4365 0.2931
H 1.7050 -3.3317 -4.9147
H 4.4052 4.3010 3.1276
H -7.8574 0.8044 1.1434
H -7.6935 7.1358 4.2725
H 6.3936 3.1336 -2.4028
H 1.1515 2.4925 0.8575
H 7.2515 1.1979 4.4666
H 7.6742 2.3910 -0.3604
H 1.6044 2.7007 -4.4745
H -0.7902 3.0103 -0.0300
H -5.2980 1.0775 6.6680
H 0.7937 0.3008 3.5770
H 2.8183 -3.9485 0.1311
H 5.1125 -0.3946 -5.8897
H 5.8984 -1.6348 -1.5253
H 0.2604 5.3304 6.2102
H -6.0039 0.4345 -0.8597
H -3.9298 0.1721 -3.9837
H -1.5735 -1.8078 0.5037
H -6.1076 3.0052 6.9496
H 1.9217 -5.3041 -8.0331
H -4.3985 0.1358 -2.3623
H 0.5054 -3.2232 -0.6155
H -8.0417 6.2998 2.7928
H -0.4930 -5.1183 -8.7543
H 3.5275 1.0578 -5.0609
H -2.0592 -3.7677 6.7662
H 2.0481 -1.6187 5.7472
H -6.8029 7.6695 2.8089
H 7.0235 0.6455 -2.1311
H 8.9866 1.2897 0.0889
H -0.4820 3.6367 -5.5387
H -4.8522 6.2563 -3.2701
H 3.9414 -3.3990 1.3332
H 0.0184 4.4477 3.5739
H -1.9778 -2.7496 -1.7463
H 0.2482 3.7115 -7.1753
H -1.8908 -1.6165 -4.5775
H 2.8530 -3.2458 -2.3336
H 1.7560 5.7447 1.0453
H -0.7563 -2.2751 -5.8092
H -6.9997 1.9646 -0.8735
H -2.7955 -0.4993 -2.7431
H 6.7610 0.0823 0.6493
H -1.3323 1.8670 5.0358
H -4.8203 2.3593 -1.1051
H -4.2488 4.3940 1.1895
H -2.1853 -5.4584 4.8204
H -0.8124 -2.1661 2.6591
H -3.7474 -3.2657 -3.1985
H -4.2200 5.1142 -2.0554
H 3.1832 3.7861 0.6799
H -1.1806 6.1176 6.8378
H 2.3221 3.0631 -6.0773
H -5.0991 0.9241 4.2080
H -0.3476 6.8303 5.4762
H -3.6655 -3.3596 5.9158
H -1.6897 4.2731 1.7568
H -3.4314 3.4174 -3.2101
H -2.5974 0.1447 -6.4358
H -2.1640 1.7492 -3.6868
H 1.7875 -1.4805 0.8864
H -5.9418 -2.2414 -2.7196
H 1.4591 -6.1088 -6.4944
H -1.4859 -0.5429 -0.6721
H -5.0165 5.3761 7.4200
H -7.2312 4.3906 6.9475
H 7.1757 -2.0925 -7.5895
H -1.0088 0.1607 3.6866
H 0.7822 -2.6043 3.3241
H -0.4242 2.3807 -1.6317
H -4.2355 6.8663 -1.8160
H -1.4051 -4.5129 2.6870
H -0.4237 -2.8131 -2.7554
H -3.3023 2.1258 6.9839
H -0.1600 0.4727 -5.5809
H 4.9834 1.5672 -1.2471
H 6.0287 -2.0675 0.1901
H 2.8629 -3.5515 -6.9760
H 2.9209 -3.1437 3.7173
H -0.8555 6.0808 3.2410
H -5.1686 -5.1246 1.3757
H 6.4506 -3.6715 -7.1245
H -0.9530 -5.8782 -7.1802
H 2.1561 4.3758 3.0961
H -3.2390 0.7117 4.3335
H 3.2997 3.9702 -1.8845
H -3.2176 4.5758 5.9736
H 0.7093 -0.1772 -3.0081
H 6.7208 -2.4753 -5.8628
H 3.5993 2.1360 0.4421
H 2.3949 0.1250 -2.7444
H 2.3908 -0.6393 2.3408
H 0.4442 2.4866 5.0150
H 3.8033 -2.1509 -0.5626
H -5.3318 -4.9537 -3.0343
H 1.5523 -0.8730 -1.5911
H 2.1074 -3.3934 5.6329
H 2.7117 5.7332 3.9669
H 3.6397 -5.0017 -6.4533
H -6.7586 3.6384 5.4326
H 6.7444 2.5386 -5.3443
H -2.9035 -6.1293 2.0577
H -0.4728 -0.4749 0.7555
H -6.7911 2.1621 1.6585
H -4.0291 -3.3172 -4.8372
H -4.1214 2.2232 4.8267
H 5.4657 -1.8434 3.6597
H 3.8885 -5.1833 0.8411
H -1.5449 -0.8133 -7.5473
H -2.0020 5.9144 -2.3396
H -1.4820 -4.2789 -7.4927
H -4.6465 3.7291 2.8117
H 8.1306 -0.4899 -1.4454
H -4.7520 -3.0202 2.5845
H -0.1811 -6.2222 2.9019
H 4.4368 0.1826 3.7905
H 10.4047 0.6570 -2.5516
H 4.0617 -2.2361 -4.8255
H 1.8614 0.6597 -7.3750
H -2.2725 3.4554 3.1883
H -6.3979 5.0701 1.6513
H -3.7601 -4.7703 0.3376
H -0.0907 0.9206 5.7677
H -1.1625 1.7958 2.1537
H -4.9445 -6.0094 3.5279
H -2.4453 -2.0617 6.4972
H -5.3830 6.5487 1.7330
H -1.7657 4.5602 -4.2147
H -2.3903 6.8400 -3.7332
H 2.2893 -6.3600 2.4034
H 2.1057 0.2569 0.7691
H -6.2654 0.3054 1.7352
H 4.4838 -1.8108 6.5180
H -3.3676 1.6918 0.6859
H 7.0835 0.7880 -5.1033
H -4.2955 -0.4343 6.3102
H 3.8204 -0.4584 -1.0373
H -0.4868 -1.8841 5.2705
H 4.0237 -1.9274 -2.6218
H 1.5609 1.7343 -0.7871
H -6.3678 -1.7141 -0.2022
H -4.1229 -8.2750 3.4727
H 10.8173 1.5109 -0.9347
H -2.5770 -9.1460 3.3169
H -5.1574 -1.4562 -4.1555
H 7.8997 1.9748 -4.0609
H 1.1599 -5.6921 1.0835
H -2.0874 1.5823 -1.9524
H 1.3171 6.8593 2.4230
H -4.3914 -4.5710 4.0555
H -6.4980 -2.7289 -4.3564
H 5.5506 -0.0586 5.2834
H 6.7329 0.9545 2.7243
H -5.1508 5.5835 5.5502
H -3.6223 -6.4821 5.3912
H 5.8533 2.1130 3.8279
H -3.1306 -8.8644 4.9189
H 0.8619 -5.3001 4.0496
H 4.3988 -3.5053 6.1252
H -0.4953 -4.3727 0.9275
H 3.7127 1.6630 -2.5131
H 0.3890 -4.6626 -1.6687
H 4.4836 -3.7338 -4.0316
H -3.5528 -0.4013 0.5707
H 1.9544 0.0791 -4.9906
H 10.9398 2.3690 -2.4870
H 3.1437 -0.9621 -8.1744
H -1.1763 2.7334 -6.9666
H 2.8943 -1.5060 -6.5471
H -6.3517 -2.1281 1.5922
H -3.1630 -2.9523 1.8490
H 5.4211 -0.1539 -7.6726
H -3.0160 -1.3497 -6.8835
*
```

Results
Strongest force on any atom = 3.6 eV/A
Frontier orbital gap = 8.5 eV


Molecular formula: CHCl3S
Method: DFT, wB97M-V/def2-TZVPD

Geometry as ORCA input:
```
! wB97M-V def2-TZVPD RIJCOSX def2/J DEFGRID3
* xyz 0 1
Cl 0.6101 0.6131 1.6624
Cl -0.0812 -2.3241 0.0812
Cl 0.3426 2.0159 -0.8549
S 0.8020 -0.8411 -0.9326
C 0.2190 0.5396 -0.0135
H -1.8926 -0.0034 0.0574
*
```

Results
Strongest force on any atom = 1.6 eV/A
Frontier orbital gap (alpha / beta) = 7.9 / 8.6 eV


Molecular formula: C3H4AgLiO3
Method: DFT, wB97M-V/def2-TZVPD

Geometry as ORCA input:
```
! wB97M-V def2-TZVPD RIJCOSX def2/J DEFGRID3
* xyz 1 2
Ag 3.2272 0.8500 -0.2836
O -1.2818 1.8999 -0.0957
O 1.4193 0.5334 0.1258
O -1.5717 -0.2331 -1.1588
C -1.8658 0.9184 -0.5938
C 0.7277 -0.6659 -0.1603
C -0.7552 -0.6376 0.2386
Li 0.2515 1.7798 0.8811
H 0.8510 -0.9487 -1.2194
H 1.1923 -1.5054 0.3865
H -1.4942 -0.4292 1.0302
H -0.7003 -1.5615 0.8494
*
```

Results
Strongest force on any atom = 3.9 eV/A
Frontier orbital gap (alpha / beta) = 7.6 / 9.1 eV
⟨S²⟩ = 0.75


Molecular formula: C4H7N3
Method: DFT, wB97M-V/def2-TZVPD

Geometry as ORCA input:
```
! wB97M-V def2-TZVPD RIJCOSX def2/J DEFGRID3
* xyz 0 1
N 2.0675 -0.6773 0.4960
N -2.5316 -0.2768 -0.1934
N -0.7822 1.2041 -0.6618
C 0.2784 1.1068 0.3500
C -0.1499 -1.0018 -0.5220
C -1.3194 -0.1023 -0.5409
C 0.8254 -0.2853 0.0648
H -0.2390 1.0717 1.3303
H 1.0199 1.9132 0.3436
H -0.1359 -2.0262 -0.8773
H 2.7986 0.0184 0.5155
H 2.3877 -1.5867 0.1935
H -2.6802 -1.2572 0.0426
H -1.4917 1.8889 -0.4199
*
```

Results
Strongest force on any atom = 0.6 eV/A
Frontier orbital gap = 9.3 eV
Structure (SMILES) = [H]/N=C1\C=C(N)CN1


> The highest strongest force on any atom belongs to which entry?

C3H4AgLiO3


> Among the records above, which one has the lowest strongest force on any atom?

C4H7N3


What did the fourth record say?
Molecular formula: C4H7N3
Method: DFT, wB97M-V/def2-TZVPD

Geometry as ORCA input:
```
! wB97M-V def2-TZVPD RIJCOSX def2/J DEFGRID3
* xyz 0 1
N 2.0675 -0.6773 0.4960
N -2.5316 -0.2768 -0.1934
N -0.7822 1.2041 -0.6618
C 0.2784 1.1068 0.3500
C -0.1499 -1.0018 -0.5220
C -1.3194 -0.1023 -0.5409
C 0.8254 -0.2853 0.0648
H -0.2390 1.0717 1.3303
H 1.0199 1.9132 0.3436
H -0.1359 -2.0262 -0.8773
H 2.7986 0.0184 0.5155
H 2.3877 -1.5867 0.1935
H -2.6802 -1.2572 0.0426
H -1.4917 1.8889 -0.4199
*
```

Results
Strongest force on any atom = 0.6 eV/A
Frontier orbital gap = 9.3 eV
Structure (SMILES) = [H]/N=C1\C=C(N)CN1